No. 1
A cluster of 12 separate species, C62H140N8O14 in total at a distorted geometry, computed with ωB97M-V with the def2-TZVPD basis set.

Geometry (Å):
1 C 4.5712 35.7761 14.2969
2 C 4.9679 35.5078 15.7209
3 C 6.2595 34.6762 15.5898
4 C 7.0923 34.3862 16.8820
5 C 7.4355 35.7950 17.4829
6 C 6.2635 36.8232 17.6675
7 N 5.3308 36.7511 16.4698
8 O 4.2632 37.7661 16.4010
9 C 7.0155 38.1752 17.6750
10 C 5.5573 36.4860 19.0062
11 C 3.8082 34.7465 16.4669
12 H 5.2436 36.4796 13.8060
13 H 3.5469 36.1484 14.3180
14 H 4.5918 34.9600 13.5746
15 H 6.9251 35.1806 14.8893
16 H 5.9789 33.7972 15.0095
17 H 7.9688 33.7918 16.6244
18 H 6.4730 33.8990 17.6352
19 H 8.1755 36.1479 16.7646
20 H 7.9577 35.5311 18.4025
21 H 7.6062 38.4062 16.7885
22 H 7.6918 38.2291 18.5280
23 H 6.3938 39.0657 17.7676
24 H 6.0938 36.6543 19.9400
25 H 5.2072 35.4549 19.0566
26 H 4.6564 37.0684 19.1996
27 H 3.6011 33.7134 16.1878
28 H 2.8613 35.2862 16.4493
29 H 4.0383 34.7100 17.5317
30 C 7.6935 23.6332 9.9512
31 C 7.1440 23.1228 11.3359
32 C 8.3002 22.7441 12.2966
33 C 9.1114 23.9640 12.9487
34 C 8.1528 25.0018 13.5420
35 C 6.9394 25.4254 12.6601
36 N 6.3426 24.2351 11.9570
37 O 4.8476 24.1952 11.8464
38 C 7.3103 26.5175 11.7144
39 C 6.0243 26.0755 13.7481
40 C 6.2302 21.8388 11.0982
41 H 8.1520 22.8205 9.3879
42 H 8.4655 24.3949 10.0599
43 H 6.9328 24.0570 9.2955
44 H 9.0343 22.2191 11.6853
45 H 7.8959 22.0586 13.0414
46 H 9.5977 24.5488 12.1679
47 H 9.8789 23.6296 13.6467
48 H 8.6702 25.8683 13.9538
49 H 7.8263 24.4251 14.4074
50 H 6.4681 26.7316 11.0565
51 H 8.0715 26.0928 11.0599
52 H 7.5254 27.4950 12.1461
53 H 6.4887 26.9260 14.2469
54 H 5.6852 25.3274 14.4647
55 H 5.1111 26.4882 13.3192
56 H 6.7104 20.9181 10.7669
57 H 5.6114 22.1630 10.2615
58 H 5.7238 21.6218 12.0387
59 C 15.3352 17.4826 9.6898
60 C 14.6646 16.6602 8.5603
61 C 13.1765 17.1511 8.2467
62 N 12.5317 16.2543 7.1117
63 C 13.2270 16.5770 5.7482
64 C 10.9895 16.6416 7.1015
65 C 10.2012 15.4448 7.7287
66 C 11.0040 14.3013 7.1520
67 C 12.5028 14.7023 7.3828
68 H 16.3223 17.1144 9.9693
69 H 14.7426 17.6117 10.5956
70 H 15.4003 18.4978 9.2982
71 H 14.6699 15.6152 8.8703
72 H 15.3853 16.6937 7.7432
73 H 13.2494 18.1417 7.7977
74 H 12.5919 17.2322 9.1630
75 H 13.1308 17.6383 5.5189
76 H 12.7626 16.1060 4.8818
77 H 14.2834 16.3818 5.9328
78 H 10.7544 16.7444 6.0421
79 H 10.8480 17.6721 7.4270
80 H 9.1896 15.3202 7.3424
81 H 10.1281 15.4749 8.8158
82 H 10.8723 14.0256 6.1057
83 H 10.8122 13.4073 7.7454
84 H 13.2778 14.2538 6.7613
85 H 12.7690 14.6150 8.4361
86 C 12.5786 35.8529 10.8930
87 C 13.2034 34.5352 10.6186
88 C 14.7565 34.7180 10.4574
89 N 15.5473 33.3910 10.4922
90 C 16.9642 33.8184 10.1701
91 C 14.9803 32.3523 9.5349
92 C 14.4861 31.1551 10.2619
93 C 15.3129 31.1447 11.5414
94 C 15.4816 32.6386 11.8624
95 H 12.9680 36.3383 11.7879
96 H 11.5230 35.7352 11.1379
97 H 12.6943 36.5328 10.0490
98 H 12.6453 34.1070 9.7860
99 H 12.9920 33.9595 11.5198
100 H 15.1793 35.4516 11.1438
101 H 14.8770 35.2069 9.4907
102 H 17.3692 34.5569 10.8621
103 H 16.8309 34.2863 9.1947
104 H 17.6130 32.9433 10.2077
105 H 15.8242 32.0236 8.9283
106 H 14.2513 32.7812 8.8474
107 H 14.5243 30.2983 9.5892
108 H 13.4479 31.3108 10.5551
109 H 16.2730 30.6493 11.3967
110 H 14.8364 30.5365 12.3102
111 H 16.2968 32.8778 12.5453
112 H 14.5412 32.8482 12.3721
113 C 2.7298 21.0374 17.9404
114 N 1.2266 20.8596 18.0144
115 C 0.5771 22.2160 17.6416
116 C 0.7002 19.8024 17.0827
117 C 0.7952 20.5978 19.5039
118 C 1.4438 19.3876 20.1442
119 O 0.9222 18.1583 19.6491
120 H 2.7820 21.5159 16.9625
121 H 3.2357 20.0772 17.8394
122 H 3.0559 21.6580 18.7751
123 H 0.9259 22.3675 16.6201
124 H 0.9780 23.0354 18.2383
125 H -0.5059 22.1501 17.5368
126 H 0.8841 20.1029 16.0513
127 H -0.3775 19.8361 17.2425
128 H 1.1757 18.8344 17.2405
129 H -0.2788 20.4590 19.6280
130 H 1.1168 21.4821 20.0541
131 H 1.3521 19.2903 21.2260
132 H 2.5320 19.3947 20.0832
133 H 0.7770 17.5871 20.4069
134 C -0.9907 31.3860 10.3025
135 N -0.7205 29.8532 10.1212
136 C -1.6026 29.2188 9.0093
137 C 0.7681 29.7103 9.7255
138 C -0.9458 29.1602 11.4615
139 C -2.3538 29.0959 12.0109
140 O -2.5687 30.4532 12.4488
141 H -2.0524 31.6320 10.2870
142 H -0.4393 31.9459 9.5471
143 H -0.5967 31.7449 11.2533
144 H -1.2548 29.5183 8.0206
145 H -2.6666 29.4170 9.1392
146 H -1.3002 28.1718 9.0262
147 H 1.3878 30.2076 10.4716
148 H 0.9624 30.2313 8.7879
149 H 1.0452 28.6956 9.4399
150 H -0.2812 29.6731 12.1567
151 H -0.6400 28.1166 11.3879
152 H -2.5701 28.4000 12.8215
153 H -3.0603 28.9122 11.2014
154 H -3.4799 30.5164 12.7443
155 C -0.9720 18.6603 5.9554
156 N -0.6306 20.1967 6.0424
157 C -1.7847 20.8235 5.2858
158 C -0.5752 20.5822 7.5469
159 C 0.7366 20.3019 5.3078
160 C 1.4031 21.6464 5.2567
161 O 0.6664 22.5103 4.5729
162 H -0.2402 18.0282 6.4583
163 H -1.0558 18.4185 4.8959
164 H -1.9308 18.4022 6.4051
165 H -1.5200 20.4074 4.3137
166 H -1.6973 21.9088 5.3382
167 H -2.7551 20.5323 5.6876
168 H -0.4181 21.6605 7.5183
169 H 0.2606 20.0756 8.0294
170 H -1.5506 20.3450 7.9717
171 H 0.6097 19.8977 4.3035
172 H 1.3637 19.6050 5.8638
173 H 2.4297 21.6375 4.8904
174 H 1.5100 21.9946 6.2840
175 H 1.1116 23.3570 4.4925
176 C 5.0471 12.6555 19.3614
177 N 4.8446 12.1797 17.9652
178 C 5.7738 11.0678 17.6156
179 C 3.3661 11.8311 17.7574
180 C 5.1920 13.3773 17.0364
181 C 4.8531 13.2105 15.5514
182 O 5.6902 12.5030 14.7190
183 H 4.7528 11.8499 20.0340
184 H 4.4443 13.5437 19.5508
185 H 6.0991 12.9002 19.5082
186 H 6.8287 11.3367 17.5615
187 H 5.5461 10.7595 16.5952
188 H 5.5711 10.2741 18.3347
189 H 3.2895 11.4317 16.7462
190 H 2.7501 12.7279 17.8248
191 H 3.0715 11.1367 18.5443
192 H 6.2528 13.5734 17.1923
193 H 4.7097 14.2523 17.4722
194 H 4.9082 14.2151 15.1321
195 H 3.8195 13.0312 15.2554
196 H 6.5783 12.4850 15.0832
197 C 6.6665 28.2185 3.9510
198 C 5.4403 28.3523 3.0576
199 O 5.6558 28.6748 1.8692
200 O 4.3133 28.1808 3.5829
201 H 6.5639 27.9988 5.0137
202 H 7.2436 29.1380 4.0490
203 H 7.2234 27.3281 3.6592
204 C 9.3738 20.6039 19.4708
205 C 8.6331 19.7931 20.5656
206 O 8.7165 18.5498 20.4830
207 O 7.8797 20.4087 21.3196
208 H 10.4524 20.4499 19.5019
209 H 9.2127 21.6676 19.6461
210 H 9.0272 20.2792 18.4898
211 C 11.1125 16.1420 15.0773
212 C 11.6243 14.7363 14.6155
213 O 10.7220 13.8653 14.4198
214 O 12.8152 14.5138 14.5057
215 H 10.5999 15.9292 16.0154
216 H 10.3407 16.5331 14.4143
217 H 11.8833 16.9062 15.1773
218 C 15.8702 21.8321 16.9673
219 C 17.3061 21.5909 17.2039
220 O 17.8697 20.7443 16.5171
221 O 17.8513 22.2231 18.1558
222 H 15.3186 20.9551 16.6284
223 H 15.6971 22.5947 16.2080
224 H 15.3228 22.3019 17.7844

The value obtained for the HOMO-LUMO gap is 0.62 eV. Its net charge is 0. Its lowest unoccupied orbital energy is -1.79 eV.

***

No. 2
A cluster of 14 separate species, C62H146N14O14 in total at a distorted geometry, computed with ωB97M-V with the def2-TZVPD basis set.

Geometry (Å):
1 C -26.0288 -10.7907 -2.5753
2 O -25.5961 -11.5309 -3.4910
3 N -25.4557 -9.5967 -2.4453
4 N -27.1179 -11.1026 -1.8362
5 H -25.5229 -9.0087 -1.6419
6 H -24.5830 -9.4573 -2.9327
7 H -27.1964 -10.6446 -0.9354
8 H -27.5063 -12.0051 -1.9951
9 C -27.0590 -14.0438 -6.0178
10 O -27.2424 -14.6186 -7.0720
11 N -27.9114 -13.9525 -4.9722
12 N -25.8923 -13.3966 -5.8571
13 H -28.6056 -14.7047 -4.8866
14 H -27.5976 -13.5168 -4.1270
15 H -25.3640 -13.3237 -6.6901
16 H -25.6960 -12.6939 -5.1184
17 C -23.8539 -20.4656 -0.6172
18 O -22.6506 -20.5958 -0.3662
19 N -24.4177 -19.3716 -1.1991
20 N -24.7433 -21.4489 -0.3688
21 H -23.9564 -18.5116 -1.3377
22 H -25.3719 -19.4523 -1.5551
23 H -24.3392 -22.3352 -0.1524
24 H -25.7144 -21.3514 -0.6157
25 C -26.4056 -14.7324 -1.8500
26 O -27.5378 -14.1969 -1.8265
27 N -25.2722 -14.1570 -2.1320
28 N -26.3930 -16.0785 -1.6075
29 H -24.5255 -14.8936 -2.2750
30 H -25.3343 -13.2615 -2.6338
31 H -27.1976 -16.3824 -1.1505
32 H -25.5029 -16.6315 -1.6498
33 C -17.5143 -16.6807 2.9059
34 O -18.5034 -15.8202 2.4593
35 H -17.1471 -16.2793 3.8187
36 H -17.8294 -17.6808 3.0681
37 H -16.6574 -16.7574 2.2412
38 H -19.1841 -16.3397 2.0554
39 C -23.7756 -9.6731 1.3138
40 O -24.9832 -10.0981 0.6927
41 H -23.2292 -9.0969 0.5619
42 H -23.9217 -9.0039 2.1578
43 H -23.1318 -10.5107 1.5681
44 H -25.5092 -10.6451 1.3367
45 C -24.9275 -5.8991 -5.5600
46 O -25.5504 -6.9512 -4.7742
47 H -24.5051 -5.1915 -4.8760
48 H -24.1518 -6.3102 -6.1131
49 H -25.6397 -5.5208 -6.3746
50 H -26.1226 -7.4086 -5.4285
51 C -17.0478 -12.3492 -9.1561
52 O -18.2667 -12.7638 -9.7613
53 H -16.1733 -12.0734 -9.7782
54 H -17.3127 -11.3932 -8.6393
55 H -16.6662 -13.0555 -8.3711
56 H -18.1145 -13.6884 -10.0217
57 C -17.9178 -11.0021 0.4772
58 C -17.2031 -11.8422 1.6568
59 C -16.1568 -11.0271 2.4338
60 C -16.7574 -9.9809 3.3752
61 C -17.7279 -10.7142 4.3216
62 C -18.7982 -11.5543 3.6635
63 N -18.1407 -12.3938 2.6178
64 O -19.0129 -13.1999 1.8735
65 C -19.4620 -12.5532 4.6025
66 C -19.9541 -10.6878 2.9822
67 C -16.4547 -13.1056 1.0655
68 H -18.6010 -11.7096 -0.0790
69 H -17.2655 -10.7488 -0.3421
70 H -18.3273 -10.0612 0.8654
71 H -15.4457 -11.7044 2.9574
72 H -15.5699 -10.5024 1.6514
73 H -17.3497 -9.2292 2.8432
74 H -15.9828 -9.5820 3.9680
75 H -18.1485 -9.9320 5.0013
76 H -17.0873 -11.4740 4.8589
77 H -20.3541 -12.9392 4.0793
78 H -18.7948 -13.3923 4.7975
79 H -19.8232 -12.1048 5.5232
80 H -19.4483 -9.8124 2.5824
81 H -20.3530 -11.2861 2.2316
82 H -20.6961 -10.2605 3.7751
83 H -16.1784 -13.6728 1.9116
84 H -15.5724 -12.8112 0.5006
85 H -17.0899 -13.7365 0.4430
86 H -19.1077 -14.0419 2.3444
87 C -26.7113 -13.3441 1.3300
88 C -27.4897 -12.7501 2.4955
89 C -28.3822 -13.8299 3.1181
90 C -27.6478 -14.8085 3.9961
91 C -26.9463 -14.0349 5.1270
92 C -25.9482 -12.9215 4.5841
93 N -26.7183 -12.0894 3.5489
94 O -25.8855 -11.0872 2.9431
95 C -25.4447 -12.0048 5.7640
96 C -24.6906 -13.4226 3.9142
97 C -28.5223 -11.6881 1.9087
98 H -26.2481 -14.3174 1.7096
99 H -25.9070 -12.6378 1.0340
100 H -27.3083 -13.5601 0.5131
101 H -29.1602 -13.4221 3.7682
102 H -28.9121 -14.3152 2.2801
103 H -26.9822 -15.4161 3.4576
104 H -28.4482 -15.4438 4.5134
105 H -26.3779 -14.6740 5.7002
106 H -27.7075 -13.4941 5.7181
107 H -24.9428 -11.2003 5.3573
108 H -26.2056 -11.5621 6.4215
109 H -24.7486 -12.6069 6.3899
110 H -24.2596 -12.5619 3.4732
111 H -23.9328 -13.9783 4.4722
112 H -24.7880 -13.9897 3.0095
113 H -29.0086 -11.2470 2.7885
114 H -29.2183 -12.1747 1.2331
115 H -27.9935 -10.9297 1.3613
116 H -26.0158 -10.4153 3.5984
117 C -16.4296 -16.8634 -6.2046
118 C -14.9084 -16.5669 -5.9575
119 C -14.7067 -15.0487 -5.8024
120 C -15.1108 -14.5595 -4.3801
121 C -14.4259 -15.3877 -3.3103
122 C -14.6606 -16.8789 -3.5022
123 N -14.2739 -17.2099 -4.8588
124 O -14.3995 -18.6348 -4.9839
125 C -13.8020 -17.6267 -2.4635
126 C -16.0901 -17.3167 -3.2060
127 C -14.2393 -16.8963 -7.2894
128 H -17.0299 -16.0462 -5.8795
129 H -16.6259 -17.7266 -5.5435
130 H -16.8331 -17.1578 -7.1898
131 H -13.7133 -14.7969 -6.0557
132 H -15.3961 -14.4937 -6.4932
133 H -16.1842 -14.6448 -4.2201
134 H -14.9666 -13.4797 -4.3301
135 H -14.6936 -15.1163 -2.2378
136 H -13.2922 -15.3756 -3.3805
137 H -12.7184 -17.4245 -2.7967
138 H -13.8604 -17.2759 -1.4209
139 H -13.9286 -18.6568 -2.3948
140 H -16.4658 -16.8817 -2.2865
141 H -16.6906 -16.7020 -3.9105
142 H -16.3222 -18.3595 -3.2641
143 H -14.3416 -17.9220 -7.6395
144 H -13.1822 -16.7623 -7.1401
145 H -14.6878 -16.1507 -7.9195
146 H -13.5991 -19.0001 -4.7624
147 C -19.4743 -21.7851 -0.6058
148 C -18.8448 -20.7215 -1.5298
149 C -17.8110 -21.4310 -2.3790
150 C -18.4101 -22.1635 -3.6280
151 C -19.2246 -21.1909 -4.4957
152 C -20.3611 -20.5551 -3.6778
153 N -19.7396 -19.8852 -2.5023
154 O -20.8018 -19.2017 -1.7254
155 C -21.0566 -19.5123 -4.6024
156 C -21.4106 -21.5742 -3.2928
157 C -18.1643 -19.6463 -0.6612
158 H -19.7611 -22.6792 -1.2312
159 H -20.3198 -21.3144 -0.0445
160 H -18.6977 -22.0439 0.0542
161 H -17.0029 -20.8006 -2.6837
162 H -17.3359 -22.2129 -1.8034
163 H -19.0460 -22.9637 -3.3156
164 H -17.5761 -22.6108 -4.2233
165 H -19.5772 -21.5691 -5.4273
166 H -18.4751 -20.4108 -4.7920
167 H -20.4266 -18.6617 -4.8187
168 H -21.4224 -20.0557 -5.5154
169 H -21.9658 -19.1873 -4.0765
170 H -22.1342 -21.2204 -2.5353
171 H -21.9385 -21.9635 -4.1543
172 H -20.8431 -22.4408 -2.8576
173 H -18.0222 -18.8558 -1.3617
174 H -17.2800 -19.9847 -0.2080
175 H -18.8853 -19.3870 0.1099
176 H -21.4457 -19.8597 -1.4171
177 C -20.8279 -15.5698 -0.1198
178 C -22.2354 -15.1205 -0.5741
179 C -22.2517 -13.5683 -0.6711
180 C -21.5221 -13.0646 -1.9136
181 C -21.9469 -13.7620 -3.2322
182 C -21.9072 -15.2639 -3.1753
183 N -22.6390 -15.6704 -1.8815
184 O -22.6639 -17.1099 -1.8354
185 C -22.8748 -15.8354 -4.2943
186 C -20.5019 -15.9084 -3.2360
187 C -23.2860 -15.6047 0.4370
188 H -20.8496 -15.6824 0.9511
189 H -19.9597 -14.9164 -0.2629
190 H -20.5377 -16.5389 -0.5245
191 H -23.2136 -13.0370 -0.6162
192 H -21.7882 -13.2482 0.2936
193 H -20.5207 -13.3108 -1.7661
194 H -21.5587 -11.9486 -2.0066
195 H -21.2538 -13.4823 -4.0943
196 H -22.9719 -13.4271 -3.5074
197 H -23.8355 -15.3242 -4.1208
198 H -22.5008 -15.6843 -5.2711
199 H -22.9491 -16.8996 -4.0818
200 H -20.3965 -17.0121 -3.1280
201 H -20.1919 -15.6177 -4.2381
202 H -19.8650 -15.4805 -2.4943
203 H -23.2846 -16.7429 0.4973
204 H -24.2176 -15.1512 0.0656
205 H -22.9953 -15.2936 1.5173
206 H -21.7813 -17.5278 -1.6521
207 C -25.8504 -18.5048 -4.0545
208 C -26.2165 -18.9501 -5.5002
209 C -27.5901 -18.4246 -5.9019
210 C -27.8198 -18.3621 -7.4842
211 C -26.6811 -17.4802 -8.0390
212 C -25.2828 -18.0371 -7.7725
213 N -25.1989 -18.2141 -6.3307
214 O -23.9749 -18.8983 -5.9567
215 C -25.0650 -19.3326 -8.5085
216 C -24.2565 -16.9881 -8.2065
217 C -26.2957 -20.4806 -5.6903
218 H -25.8166 -17.3859 -3.9963
219 H -24.9022 -18.9123 -3.7582
220 H -26.6358 -18.8376 -3.4270
221 H -28.3400 -19.0954 -5.3800
222 H -27.7354 -17.4149 -5.5495
223 H -28.6921 -17.8807 -7.7389
224 H -27.8515 -19.3431 -7.9226
225 H -26.8421 -16.4490 -7.7300
226 H -26.8874 -17.5269 -9.1121
227 H -24.1201 -19.7908 -8.1599
228 H -25.8611 -20.0408 -8.2957
229 H -24.9588 -19.2067 -9.5982
230 H -23.2971 -17.3811 -7.8956
231 H -24.3004 -16.8500 -9.2559
232 H -24.3747 -16.0045 -7.7597
233 H -25.3960 -21.0867 -5.5470
234 H -26.8582 -20.7271 -6.6021
235 H -26.9821 -20.8686 -4.9003
236 H -23.5436 -18.2372 -5.4172

The value obtained for the HOMO-LUMO gap is 8.37 eV. Its net charge is 0. Its lowest unoccupied orbital energy is 0.35 eV.

***

Number 1: HOMO level -2.4 eV. Number 2: HOMO level -8.0 eV.